C4H10O2 as an isolated structure, computed with ωB97M-V/def2-TZVPD.

Calculated values
orbital gap = 0.3389 Ha
relative energy (zero: lowest compared OMol25 entry of this formula, charge and spin) = 471.89 kJ/mol

Geometry as ORCA input:
```
! wB97M-V def2-TZVPD RIJCOSX def2/J DEFGRID3
* xyz 0 1
H 0.064 0.769 1.505
C 1.961 0.615 -1.380
H 2.079 1.352 -0.577
H 2.723 -0.166 -1.279
H 0.767 0.490 1.154
H -0.991 -1.951 0.665
O -1.363 0.838 1.790
O 0.655 0.057 -1.324
C 0.399 -0.699 -0.263
H -1.533 -1.185 -0.906
H -2.121 0.850 -0.110
C -0.915 -1.106 -0.014
H -2.756 -0.432 1.040
H 1.256 -1.150 0.233
H 2.050 1.100 -2.353
C -1.927 0.256 0.804
*
```


One molecule with the formula C4H10O2, computed with ωB97M-V/def2-TZVPD.

Calculated values
orbital gap = 0.3977 Ha
relative energy (zero: lowest compared OMol25 entry of this formula, charge and spin) = 60.21 kJ/mol

Geometry as ORCA input:
```
! wB97M-V def2-TZVPD RIJCOSX def2/J DEFGRID3
* xyz 0 1
H -3.130 -0.210 0.334
H -1.147 1.285 -0.011
H 1.592 0.819 1.355
H 3.418 0.413 0.147
H -2.218 -0.674 -1.119
C 1.474 0.699 0.269
H 1.253 1.684 -0.171
O 2.632 0.135 -0.331
H -1.000 0.378 1.499
O 0.294 -0.475 -1.441
C 0.334 -0.259 -0.044
H 1.213 -0.623 -1.708
H 0.543 -1.209 0.479
C -2.177 -0.611 -0.028
H -2.067 -1.629 0.363
C -1.015 0.278 0.405
*
```


A 3-piece molecular cluster, C4H10O2 overall, computed with ωB97M-V/def2-TZVPD.

Calculated values
orbital gap (spin up / spin down) = 0.2994 / 0.2887 Ha
relative energy (zero: lowest compared OMol25 entry of this formula, charge and spin) = 685.30 kJ/mol

Geometry as ORCA input:
```
! wB97M-V def2-TZVPD RIJCOSX def2/J DEFGRID3
* xyz 0 1
H 0.121 -1.985 1.428
H -2.319 -0.816 1.978
C -0.583 -0.407 0.231
C -0.981 1.645 -0.701
H -1.305 2.673 -0.557
H 2.668 0.447 -1.915
H 2.495 -0.253 -0.278
O -0.760 0.898 0.372
H 1.677 -0.973 -1.701
H -0.876 -0.886 -0.693
H -0.936 1.420 -1.774
O -1.737 -1.580 2.011
C 1.973 -0.039 -1.214
H -0.035 -0.440 2.282
H 1.098 1.386 -0.990
C -0.498 -1.091 1.523
*
```


One molecule with the formula C4H10O2, computed with ωB97M-V/def2-TZVPD.

Calculated values
orbital gap = 0.4087 Ha
relative energy (zero: lowest compared OMol25 entry of this formula, charge and spin) = 89.65 kJ/mol

Geometry as ORCA input:
```
! wB97M-V def2-TZVPD RIJCOSX def2/J DEFGRID3
* xyz 0 1
H -1.159 -1.080 0.179
C -0.319 -0.478 -0.188
H 0.879 0.190 3.039
C 0.340 -0.362 2.273
H -0.732 -0.352 2.478
H -1.851 0.568 -2.821
C -0.793 0.532 -1.208
H -1.307 1.362 -0.705
H 0.403 1.265 0.849
O 1.951 0.018 0.537
H 2.211 0.796 0.037
C 0.560 0.184 0.887
H 0.302 -1.223 -0.711
H 0.048 0.918 -1.771
H 0.667 -1.413 2.332
O -1.703 -0.077 -2.112
*
```


A 2-piece molecular cluster, C4H10O2 overall, computed with ωB97M-V/def2-TZVPD.

Calculated values
orbital gap = 0.3997 Ha
relative energy (zero: lowest compared OMol25 entry of this formula, charge and spin) = 28.17 kJ/mol

Geometry as ORCA input:
```
! wB97M-V def2-TZVPD RIJCOSX def2/J DEFGRID3
* xyz 0 1
H 2.477 -1.647 1.765
C -1.180 1.833 0.035
H -0.430 -2.211 -1.295
H -1.759 -1.131 -0.780
H -0.726 2.664 -0.517
C -0.703 -1.389 -0.623
O 2.556 -0.989 1.066
H -1.569 2.206 0.987
H 1.922 -0.289 1.308
H -1.989 1.410 -0.573
C 0.212 -0.176 -0.850
C -0.076 0.821 0.283
H -0.575 -1.727 0.411
H 0.054 0.302 -1.829
O 0.480 0.766 1.370
H 1.261 -0.494 -0.797
*
```


C4H10O2 as an isolated structure, computed with ωB97M-V/def2-TZVPD.

Calculated values
orbital gap = 0.2850 Ha
relative energy (zero: lowest compared OMol25 entry of this formula, charge and spin) = 432.42 kJ/mol

Geometry as ORCA input:
```
! wB97M-V def2-TZVPD RIJCOSX def2/J DEFGRID3
* xyz 0 1
H -1.602 1.813 -0.926
H -1.594 1.495 0.825
O 0.606 -0.382 0.753
H -0.128 2.088 -0.026
C 1.742 -0.289 -0.140
H -2.289 -0.871 0.603
H 3.158 -0.919 0.986
C -0.621 0.037 -0.568
H -2.319 -0.904 -1.183
O 2.903 -0.084 0.578
H 1.603 0.539 -0.833
H -1.254 -2.005 -0.327
C -0.995 1.414 -0.104
C -1.667 -0.991 -0.303
H 1.696 -1.232 -0.692
H 0.671 0.321 1.423
*
```


One molecule with the formula C4H10O2, computed with ωB97M-V/def2-TZVPD.

Calculated values
orbital gap = 0.4060 Ha
relative energy (zero: lowest compared OMol25 entry of this formula, charge and spin) = 107.34 kJ/mol

Geometry as ORCA input:
```
! wB97M-V def2-TZVPD RIJCOSX def2/J DEFGRID3
* xyz 0 1
H -0.268 -1.981 2.684
C 0.466 0.934 -0.328
O -0.288 1.898 0.380
H -0.181 1.703 -2.248
H 0.202 -1.182 -0.865
H -0.536 1.457 1.207
C 0.748 1.467 -1.718
H 1.320 0.732 -2.293
H 1.346 2.384 -1.660
H -1.313 -0.285 -0.592
H -0.139 -2.758 1.086
O -0.209 -0.681 1.148
C -0.273 -0.402 -0.246
H 1.422 0.743 0.187
H -1.692 -2.094 1.615
C -0.605 -1.935 1.640
*
```


One molecule with the formula C4H10O2, computed with ωB97M-V/def2-TZVPD.

Calculated values
orbital gap = 0.3870 Ha
relative energy (zero: lowest compared OMol25 entry of this formula, charge and spin) = 218.61 kJ/mol

Geometry as ORCA input:
```
! wB97M-V def2-TZVPD RIJCOSX def2/J DEFGRID3
* xyz 0 1
O -0.337 -2.368 -0.085
C 0.067 0.066 -0.723
C 0.406 -1.230 0.336
H 1.933 -0.085 -1.848
H 1.708 1.497 -1.047
H 1.449 -1.449 0.157
H -2.410 0.183 0.149
H -1.942 1.430 1.370
H -1.214 -2.355 0.323
H -1.053 -0.171 1.252
C -1.578 0.635 0.716
H 0.361 -1.229 1.457
H -0.621 -0.486 -1.383
O -0.593 1.152 -0.131
H 0.847 1.118 -2.532
C 1.203 0.680 -1.580
*
```


A 2-piece molecular cluster, C4H10O2S overall, computed with ωB97M-V/def2-TZVPD.

Calculated values
orbital gap = 0.3235 Ha
relative energy (zero: lowest compared OMol25 entry of this formula, charge and spin) = 117.20 kJ/mol

Geometry as ORCA input:
```
! wB97M-V def2-TZVPD RIJCOSX def2/J DEFGRID3
* xyz 0 1
H -2.723 -0.127 -1.094
H 1.967 -0.245 -1.816
C 1.543 -1.708 2.285
O -2.376 1.701 -1.879
H 1.320 -2.714 2.725
C 1.601 0.331 0.209
C 1.543 0.582 -1.243
C -2.343 0.828 -0.877
H 1.175 -0.884 2.960
H 2.656 -1.644 2.209
H 0.480 0.801 -1.511
O -2.040 1.151 0.245
H 2.126 1.477 -1.504
S 0.825 -1.392 0.627
H 2.651 0.276 0.622
H -2.716 1.261 -2.669
H 1.116 1.066 0.873
*
```


One molecule with the formula C4H10O2S, computed with ωB97M-V/def2-TZVPD.

Calculated values
orbital gap = 0.3423 Ha
relative energy (zero: lowest compared OMol25 entry of this formula, charge and spin) = 288.51 kJ/mol

Geometry as ORCA input:
```
! wB97M-V def2-TZVPD RIJCOSX def2/J DEFGRID3
* xyz 0 1
H -2.197 0.842 -1.560
H -2.806 -0.471 0.290
H 1.724 -1.843 1.297
C -1.422 0.786 -0.861
H 0.559 0.267 1.226
H -0.831 1.758 -0.754
H 3.069 -0.773 0.606
O -0.541 -1.804 -0.619
H 2.087 -1.760 -0.591
H 2.431 1.095 -0.562
C 2.042 -1.137 0.381
C -2.264 0.453 0.390
H -1.516 0.450 1.178
H -2.883 1.306 0.684
C 1.112 0.050 0.186
O 1.683 1.297 -0.076
S -0.247 -0.516 -1.216
*
```


A 2-piece molecular cluster, C4H10O2S overall, computed with ωB97M-V/def2-TZVPD.

Calculated values
orbital gap = 0.3632 Ha
relative energy (zero: lowest compared OMol25 entry of this formula, charge and spin) = 157.78 kJ/mol

Geometry as ORCA input:
```
! wB97M-V def2-TZVPD RIJCOSX def2/J DEFGRID3
* xyz 0 1
H -0.960 -1.029 -0.156
S -0.150 -0.040 2.795
C -1.087 1.015 0.331
H 0.656 1.703 1.313
H 2.684 -1.849 -1.499
C -0.427 -0.174 -0.492
H 0.768 -0.729 2.111
O 2.606 -2.621 -0.927
H 0.511 -0.358 0.033
H -1.021 1.887 -0.304
H 1.757 -2.430 -0.507
H 0.066 -0.362 -2.702
C -0.637 0.059 -1.956
C -0.328 1.338 1.625
O -1.538 0.724 -2.377
H -2.103 0.695 0.564
H -0.795 2.171 2.148
*
```


A 2-piece molecular cluster, C4H10O3 overall, computed with ωB97M-V/def2-TZVPD.

Calculated values
orbital gap = 0.3800 Ha
relative energy (zero: lowest compared OMol25 entry of this formula, charge and spin) = 131.28 kJ/mol

Geometry as ORCA input:
```
! wB97M-V def2-TZVPD RIJCOSX def2/J DEFGRID3
* xyz 0 1
H -1.872 2.129 0.418
C -0.076 -0.223 -0.835
H 0.910 -1.333 0.696
O 1.737 -2.221 -2.292
H 0.113 0.237 -1.804
H -0.718 0.300 1.140
O -1.629 2.424 3.188
C 1.137 -1.002 -0.327
H 1.999 -3.045 -0.524
O -1.722 1.414 -0.210
H -0.912 -0.911 -0.980
H 0.253 1.561 0.400
H -2.090 1.723 3.652
C -0.492 0.786 0.192
C 1.615 -2.189 -1.096
H -0.890 2.728 3.742
H 1.992 -0.321 -0.223
*
```


Respective E values: -308.71843, -308.87522, -308.63714, -308.86401, -308.88743, -308.73346, -308.85728, -308.81490, -707.04875, -706.98350, -707.03329, -384.09962 Eh.